Entry 1:
{
  "formula": "CH5N2O2Si",
  "method": "the ωB97M-V functional and the def2-TZVPD basis",
  "species": ["C", "N", "N", "O", "O", "Si", "H", "H", "H", "H", "H"],
  "xyz": [[-1.91191, 1.11468, 0.16315], [-3.69991, 3.43591, 1.97671], [-1.94040, 2.01975, 0.96398], [0.39722, 0.07949, -0.72370], [-4.39387, 2.51910, 2.48935], [1.01490, -1.19274, -0.09743], [-0.89696, 0.69965, -0.04563], [-2.79775, 0.85546, -0.44080], [0.04780, -2.02089, 0.73533], [1.58032, -1.81101, -1.31421], [2.13721, -0.95082, 0.89675]],
  "lowdin_charge": [-0.215, 0.038, 0.044, -0.600, -0.164, 0.179, -0.017, 0.068, -0.106, -0.108, -0.119],
  "charge": -1,
  "energy_ev": -16067.0542,
  "relative_energy_ev": 0.6977,
  "gap_ev": [6.99, 6.95]
}

---

Entry 2:
{
  "formula": "C22H35BiNO5Si4",
  "method": "the ωB97M-V functional and the def2-TZVPD basis",
  "species": ["Bi", "O", "C", "C", "C", "N", "C", "C", "C", "O", "O", "C", "O", "O", "H", "H", "H", "C", "Si", "C", "C", "Si", "Si", "C", "C", "C", "Si", "C", "C", "C", "H", "H", "H", "H", "H", "H", "H", "H", "H", "H", "H", "H", "H", "H", "H", "H", "H", "H", "H", "H", "H", "H", "H", "H", "H", "H", "H", "C", "C", "C", "C", "C", "C", "H", "H", "H", "H", "H"],
  "xyz": [[1.00909, -1.04840, 0.12521], [2.80807, -7.02656, 1.49174], [2.28246, -5.79567, 1.23775], [2.11547, -4.85255, 2.25021], [1.52933, -3.63738, 1.94141], [1.10287, -3.37985, 0.71197], [1.35478, -4.21546, -0.29068], [1.94278, -5.44952, -0.07022], [1.11887, -3.68710, -1.70616], [1.22257, -4.48026, -2.63224], [0.89048, -2.43573, -1.83488], [1.48205, -2.49298, 2.94631], [1.72474, -2.74477, 4.11954], [1.25481, -1.32044, 2.48806], [3.00633, -7.08661, 2.43471], [2.41189, -5.04313, 3.27134], [2.11553, -6.11364, -0.90305], [-3.36789, 1.40253, 0.33883], [-1.75016, 2.32092, 0.79551], [-2.15722, 4.18390, 0.52875], [-1.51739, 2.15778, 2.68966], [0.10473, 1.47633, -0.37106], [2.02544, 2.71948, 0.20675], [2.44804, 2.44356, 2.05541], [3.58196, 2.05777, -0.70649], [2.01060, 4.61802, -0.09789], [-0.27759, 1.58174, -2.69233], [-0.73199, 3.32125, -3.37702], [-1.66464, 0.37985, -3.22975], [1.24650, 0.96917, -3.67794], [-4.20126, 1.67180, 0.98267], [-3.22616, 0.33115, 0.42295], [-3.66039, 1.61953, -0.68415], [-3.04442, 4.49802, 1.07303], [-2.32639, 4.39580, -0.52164], [-1.33329, 4.80651, 0.86148], [-2.43154, 2.34754, 3.24669], [-0.76409, 2.85379, 3.04653], [-1.18293, 1.15804, 2.94234], [2.47977, 1.37832, 2.26751], [1.68873, 2.87178, 2.70088], [3.40745, 2.86736, 2.34451], [3.68871, 0.99236, -0.52352], [4.50068, 2.53882, -0.37944], [3.50159, 2.19555, -1.77936], [1.21207, 5.08186, 0.47102], [1.82161, 4.82598, -1.14573], [2.94155, 5.10778, 0.17537], [-1.65574, 3.67201, -2.92925], [-0.86274, 3.33605, -4.45570], [0.04212, 4.03960, -3.12931], [-2.59064, 0.55838, -2.69238], [-1.34584, -0.63357, -3.00971], [-1.87997, 0.42803, -4.29468], [2.12008, 1.59147, -3.51091], [1.06609, 0.93435, -4.74959], [1.48674, -0.04052, -3.35783], [-3.68477, -2.61745, 1.00122], [-3.13805, -2.73796, -0.26499], [-1.86602, -2.25028, -0.52052], [-1.11996, -1.63935, 0.47490], [-1.69051, -1.50104, 1.73205], [-2.96409, -1.98110, 1.99612], [-4.66443, -3.02675, 1.21718], [-3.69217, -3.22761, -1.05420], [-1.44047, -2.36850, -1.50481], [-1.12575, -1.03191, 2.52259], [-3.38808, -1.86810, 2.98525]],
  "lowdin_charge": [1.598, 0.064, -0.276, 0.063, -0.177, -0.009, -0.170, 0.077, -0.629, 0.034, -0.220, -0.625, 0.033, -0.214, 0.107, 0.123, 0.128, -0.207, 0.370, -0.221, -0.213, 0.242, 0.341, -0.219, -0.228, -0.222, 0.357, -0.222, -0.211, -0.216, 0.024, -0.008, 0.011, 0.018, 0.002, 0.002, 0.023, 0.008, 0.001, 0.009, 0.005, 0.022, 0.002, 0.020, -0.001, 0.001, 0.005, 0.017, 0.003, 0.017, 0.005, 0.008, 0.004, 0.024, 0.000, 0.023, 0.011, -0.111, -0.091, -0.136, -0.368, -0.153, -0.099, 0.093, 0.098, 0.077, 0.078, 0.100],
  "charge": -1,
  "energy_ev": -72465.6515,
  "relative_energy_ev": 0.6589,
  "gap_ev": 6.79
}

---

Entry 3:
{
  "formula": "C25H29B2Cl2F14NO8S2",
  "method": "the ωB97M-V functional and the def2-TZVPD basis",
  "species": ["C", "C", "O", "B", "O", "C", "C", "F", "F", "C", "C", "C", "C", "C", "C", "F", "F", "F", "C", "C", "C", "Cl", "C", "C", "Cl", "C", "S", "O", "O", "C", "F", "F", "C", "F", "F", "C", "F", "F", "C", "F", "F", "F", "O", "S", "O", "O", "C", "C", "C", "C", "C", "B", "N", "O", "H", "H", "H", "H", "H", "H", "H", "H", "H", "H", "H", "H", "H", "H", "H", "H", "H", "H", "H", "H", "H", "H", "H", "H", "H", "H", "H", "H", "H"],
  "xyz": [[-0.46960, 5.26965, 0.32084], [-1.31048, 4.05303, 1.00594], [-1.21726, 2.81782, 0.28802], [-0.30729, 1.84544, 0.78863], [0.86797, 2.56366, 1.31540], [-0.33493, 0.20518, 0.52239], [0.23460, 0.25382, -0.96886], [-0.57651, 1.14142, -1.82367], [0.20992, -0.91815, -1.77205], [1.61585, 0.96594, -1.32055], [2.97736, 0.21836, -1.58879], [4.29686, 0.90386, -2.00400], [4.37457, 2.42627, -2.23457], [3.06053, 3.22045, -2.04806], [2.96533, 4.80784, -2.31576], [3.95688, 5.54389, -1.63329], [1.71695, 5.36716, -1.97591], [3.10257, 4.95980, -3.73930], [1.78401, 2.50694, -1.62647], [-1.85978, -0.40555, 0.64803], [-3.18638, 0.38040, 0.20843], [-3.73754, 1.74941, 1.39401], [-3.54499, 0.68792, -1.31695], [-3.51366, 2.23429, -1.77097], [-2.92087, -0.49878, -2.57087], [-1.91357, -2.00588, 0.34435], [-3.46850, -2.89064, 0.02733], [-4.61171, -2.32659, -0.72598], [-4.06573, -3.23579, 1.39189], [-3.06082, -4.55493, -0.74832], [-1.75651, -5.04704, -0.39423], [-3.94810, -5.48593, -0.10997], [-3.23597, -4.72559, -2.31077], [-3.58749, -3.60365, -3.08299], [-4.33869, -5.64062, -2.50996], [-2.01748, -5.44304, -3.09981], [-2.52398, -5.60861, -4.43876], [-1.79081, -6.78695, -2.65713], [-0.67573, -4.60292, -3.25403], [-0.13522, -4.95442, -4.53882], [-0.79960, -3.20776, -3.27444], [0.35164, -4.91871, -2.33188], [-1.40468, -2.81940, 1.47428], [-0.34364, -2.06653, 2.43635], [-1.13080, -1.58083, 3.65236], [0.65798, -3.05001, 3.04206], [0.59145, -0.61856, 1.59672], [1.07850, 0.07459, 2.93283], [2.56711, 0.72831, 2.99608], [2.54563, 1.99029, 4.04287], [3.66568, -0.25903, 3.69843], [1.69865, -1.63746, 0.91469], [1.24343, -2.86792, 0.12586], [3.12917, -1.51796, 0.94034], [-0.82097, 6.26486, 0.75274], [-0.56803, 5.24437, -0.81460], [0.63631, 5.05260, 0.56888], [-2.41412, 4.40030, 0.92813], [-1.12046, 3.98628, 2.14377], [0.66406, 2.65564, 2.27191], [3.03658, -0.92919, -1.49197], [5.25760, 0.29891, -2.17201], [5.30142, 3.00477, -2.57054], [0.82314, 3.13693, -1.52248], [-2.05225, -0.18803, 1.78530], [-4.03823, -0.33151, 0.58942], [-4.69021, 0.48428, -1.38747], [-4.12215, 2.92798, -1.10297], [-4.03892, 2.25102, -2.80344], [-2.49289, 2.69117, -1.92384], [-1.20382, -2.33186, -0.50362], [0.35458, 0.85711, 3.38757], [1.19127, -0.66076, 3.82564], [2.91720, 1.08984, 1.97459], [2.80303, 1.65091, 5.11922], [1.52013, 2.48124, 4.13805], [3.37931, 2.71857, 3.73040], [4.43901, -0.60771, 2.90849], [4.28426, 0.25919, 4.50273], [3.21780, -1.21334, 4.12653], [1.89843, -2.95033, -0.67274], [1.43685, -3.71689, 0.69834], [3.49675, -2.16284, 1.59301]],
  "lowdin_charge": [-0.064, -0.244, -0.051, -0.477, 0.065, -0.056, -0.275, -0.029, 0.025, -0.005, 0.020, -0.039, 0.015, -0.052, -0.377, 0.077, 0.061, 0.047, 0.078, -0.156, -0.524, 0.656, -0.650, -0.134, 0.668, -0.280, 0.854, -0.304, -0.284, -0.284, 0.056, 0.067, -0.217, 0.074, 0.074, -0.176, 0.078, 0.098, -0.309, 0.081, 0.105, 0.093, -0.263, 0.815, -0.305, -0.290, -0.175, -0.147, -0.318, -0.090, -0.087, -0.521, 0.119, 0.062, 0.086, 0.078, 0.080, 0.119, 0.136, 0.076, 0.098, 0.103, 0.116, 0.115, 0.144, 0.095, 0.114, 0.069, 0.090, 0.065, 0.128, 0.133, 0.128, 0.131, 0.086, 0.066, 0.098, 0.077, 0.074, 0.086, 0.081, 0.099, 0.126],
  "energy_ev": -130367.7948,
  "smiles": "CCOB(O)[C@]1(C(F)(F)c2cccc(C(F)(F)F)c2)[C@@H]([C@@H](Cl)[C@@H](C)Cl)[C@H](S(=O)(=O)C(F)(F)C(F)(F)C(F)(F)C(F)(F)F)OS(=O)(=O)[C@@]1(CC(C)C)B(N)O",
  "gap_ev": 9.10
}

---

Entry 4:
{
  "formula": "C6H11O",
  "method": "the ωB97M-V functional and the def2-TZVPD basis",
  "species": ["C", "O", "C", "C", "C", "C", "C", "H", "H", "H", "H", "H", "H", "H", "H", "H", "H", "H"],
  "xyz": [[-2.63754, -0.26822, -0.86614], [-3.67827, 0.25072, -0.23070], [-1.31581, -0.07264, 0.13072], [0.12246, -0.42597, -0.47272], [1.32205, -0.05871, 0.30919], [2.11963, -0.96986, 0.95120], [1.73095, 1.39131, 0.32873], [-2.47926, 0.13312, -1.87690], [-2.87657, -1.37375, -1.09150], [-1.45163, -0.73872, 1.00360], [-1.30819, 1.06827, 0.37722], [0.20477, 0.12513, -1.43637], [0.05579, -1.53114, -0.76699], [2.89921, -0.76951, 1.66523], [1.79227, -1.99286, 0.78891], [2.69850, 1.44685, 0.73776], [1.25433, 1.97877, 1.13746], [1.54732, 1.80722, -0.68870]],
  "lowdin_charge": [-0.566, -0.389, -0.158, -0.236, -0.401, 0.014, -0.084, 0.051, 0.069, 0.085, 0.111, 0.099, 0.121, 0.035, 0.038, 0.038, 0.082, 0.091],
  "charge": -1,
  "energy_ev": -8445.8911,
  "relative_energy_ev": 0.9798,
  "smiles": "C=C(C)CCC[O-]",
  "gap_ev": 5.69
}